{
  "formula": "C5H5ClFN",
  "method": "the ωB97M-V functional and the def2-TZVPD basis",
  "species": ["N", "H", "C", "C", "H", "H", "F", "C", "H", "Cl", "C", "C", "H"],
  "positions_angstrom": [[2.667, 0.046, 1.108], [-1.712, 0.673, 0.684], [-0.016, 1.031, -0.744], [-0.660, 0.928, 0.589], [0.792, 1.768, -0.874], [-0.577, -2.125, 0.545], [-0.737, 0.786, -1.828], [-0.357, -1.513, -0.296], [0.257, -2.051, -0.995], [-0.288, 2.107, 1.856], [0.258, -0.176, 0.151], [1.608, -0.142, 0.723], [-1.235, -1.333, -0.919]],
  "atomic_forces_ev_per_a": [[0.7645, -0.0991, 0.3773], [0.1982, -0.1015, -0.4263], [1.0717, 0.2321, 1.3342], [-0.9434, 0.6255, 0.5369], [-0.5002, -0.4141, -0.0082], [-0.3013, -0.5410, 0.6145], [-0.7887, 0.0669, -1.2174], [0.0052, 1.1443, -0.4817], [0.8681, -0.1776, 0.0062], [0.2309, -0.3885, -0.3233], [1.0258, -0.4415, -0.2828], [-1.3607, -0.0887, -0.6762], [-0.2702, 0.1831, 0.5467]],
  "mulliken_charge": [-0.436, 0.356, -0.184, -0.219, 0.406, 0.369, -0.282, -1.504, 0.377, -0.169, 0.985, -0.062, 0.362],
  "smiles": "C[C@@]1(C#N)[C@@H](F)[C@@H]1Cl",
  "de_lowest_kcal_mol": 14.1
}